## A
Below is a cluster of 9 separate species, C36H99N9O9 in total, with properties calculated with ωB97M-V/def2-TZVPD.

ORCA input file:
```
! RIJCOSX wB97M-V def2-TZVPD def2/J DEFGRID3
* xyz 0 1
H 24.05 1.31 1.38
H 22.36 -9.34 2.79
C 21.39 1.30 -2.61
C 16.84 0.22 0.27
H 22.45 -3.19 0.49
H 17.91 2.18 -1.76
H 20.01 1.89 -5.05
C 21.81 -2.32 0.31
C 19.74 -5.86 -2.57
H 19.63 -8.76 -3.11
O 23.34 -6.09 3.09
C 20.30 -1.25 8.90
C 19.51 1.22 -4.34
C 25.98 2.10 2.01
H 18.88 -4.93 7.41
H 22.66 -0.94 1.72
H 20.85 -8.84 5.49
H 20.55 -6.47 -2.96
N 21.16 -0.78 7.78
H 23.57 2.63 -2.05
O 18.08 -6.77 4.73
H 18.56 -7.63 7.13
C 22.49 -1.02 0.64
H 21.06 -3.20 -1.43
H 20.80 -1.09 9.86
H 19.23 0.12 -1.77
N 18.64 -9.69 6.95
C 17.75 1.44 0.36
H 22.34 -2.31 -1.62
O 26.42 0.06 3.18
H 18.86 1.86 -3.75
H 19.44 -3.86 -2.33
H 18.78 -6.91 2.80
C 26.82 -1.29 3.06
H 26.35 2.61 2.92
C 20.47 0.44 -3.44
C 25.13 -3.26 0.29
C 18.40 -6.17 -3.26
C 24.47 1.95 2.17
H 21.67 -5.05 2.56
H 23.25 -4.47 -2.38
H 24.88 -8.44 0.19
H 20.26 -1.04 -2.01
H 24.89 -1.53 -1.44
C 24.75 -3.57 -1.14
H 18.72 -5.64 -0.65
C 18.98 -0.46 8.86
H 23.27 3.91 -3.23
H 16.38 -2.31 2.27
H 18.49 -0.60 7.90
H 23.95 2.90 2.25
H 19.17 -8.11 -4.67
H 25.85 3.87 0.99
H 18.36 -0.82 9.68
H 23.12 -6.68 -2.76
H 19.19 0.61 8.96
H 20.59 -4.58 7.08
H 18.97 0.49 -4.94
C 23.46 -6.81 1.87
H 19.20 -9.77 7.79
H 16.45 2.60 -0.84
C 20.50 -2.53 1.10
H 20.05 -6.89 3.91
O 19.48 -2.92 7.35
C 16.46 -1.87 1.27
H 19.28 -4.30 5.85
H 24.33 1.37 3.08
H 17.67 -9.78 7.22
H 18.94 -3.19 3.14
C 18.77 -8.47 -3.72
H 20.06 -4.16 -3.74
H 25.66 -3.97 -1.60
H 18.84 -1.47 2.97
H 25.86 -2.45 0.29
H 26.34 0.22 1.13
H 24.34 -2.97 0.98
H 22.13 3.71 -1.89
H 20.95 -8.31 7.22
H 22.65 -4.40 3.89
H 20.44 -5.79 -0.44
H 24.16 -6.23 1.26
H 22.15 -6.69 -1.21
H 18.14 -9.34 -3.88
C 20.43 -8.20 6.27
O 17.95 -7.50 -3.09
H 19.11 -5.38 3.61
H 21.03 -0.30 -4.02
H 23.44 -0.93 0.11
H 22.85 -8.21 3.78
H 18.56 -5.92 -4.32
H 19.23 0.37 1.21
H 17.59 -5.58 -2.83
C 19.57 -4.25 6.90
H 19.48 -7.19 -0.92
H 20.75 -1.18 6.95
O 17.01 -0.58 1.41
N 26.22 2.94 0.84
H 19.66 1.83 0.72
C 19.97 -2.74 8.66
C 19.54 -2.28 3.23
C 23.14 -6.81 -1.66
H 20.15 -3.57 1.07
H 26.74 -1.70 4.07
H 19.28 -3.14 9.42
C 22.78 3.17 -2.59
C 24.33 -9.01 0.94
C 22.69 -4.84 2.89
H 19.79 -2.13 4.28
N 21.44 -2.30 -1.12
H 22.15 0.68 -2.10
H 22.47 -6.93 1.41
C 26.72 0.78 2.00
H 23.28 -4.21 2.23
H 17.13 -2.47 0.65
H 19.73 -1.90 0.64
H 27.21 3.14 0.70
C 19.61 -6.12 -1.08
C 17.53 2.44 -0.77
H 22.77 -4.33 -0.73
H 15.81 0.60 0.22
N 20.14 -4.47 -2.77
O 22.06 2.29 -3.41
H 23.50 -7.83 -1.56
H 25.62 -4.11 0.78
H 22.06 -1.23 7.91
H 21.94 -0.13 0.35
H 17.12 -0.31 -0.66
H 24.63 -2.38 -2.77
C 24.06 -8.19 2.20
C 19.05 -6.45 3.77
C 18.91 -8.34 6.38
H 27.80 0.86 1.92
N 24.34 -2.30 -1.80
O 24.06 -5.89 -1.14
H 20.90 -3.31 8.75
O 20.71 -2.26 2.48
C 23.63 -4.55 -1.36
H 15.47 -1.87 0.81
N 19.66 -0.39 -2.54
N 23.21 -8.92 3.14
H 17.06 -8.39 5.35
N 19.17 0.99 0.40
H 17.96 3.40 -0.48
H 17.56 1.94 1.31
H 20.89 1.83 -1.80
H 25.02 -8.05 2.70
H 27.87 -1.42 2.77
H 20.70 -7.19 5.94
C 18.10 -8.14 5.11
H 23.43 -9.40 0.47
H 26.15 -1.82 2.39
H 24.98 -9.85 1.20
H 18.41 -8.75 4.26
*
```

Summary:
- orbital gap (eV) = 8.739
- SMILES = COC[C@H](C)N.COC[C@H](C)N.COC[C@H](C)N.COC[C@H](C)N.COC[C@H](C)N.COC[C@H](C)N.COC[C@H](C)N.COC[C@H](C)N.COC[C@H](C)N
- M (g/mol) = 802.2
- highest occupied orbital energy (eV) = -8.20

## B
Below is a cluster of 9 separate species, C36H99N9O9 in total, with properties calculated with ωB97M-V/def2-TZVPD.

ORCA input file:
```
! RIJCOSX wB97M-V def2-TZVPD def2/J DEFGRID3
* xyz 0 1
C 4.03 6.75 -0.95
H 4.52 -4.86 1.15
C -1.89 -3.92 7.19
H 3.19 2.13 3.64
O 1.25 1.63 3.87
C -3.66 0.33 0.03
H -1.19 1.84 4.69
H -0.86 3.86 -0.73
C -2.03 -6.11 -4.39
C 0.59 -1.86 1.08
H 2.90 0.45 3.98
C -0.72 5.90 -0.94
H 0.09 0.42 -7.48
C 0.81 -3.34 0.92
H -0.22 6.56 -2.90
C -0.79 -0.05 -7.03
H 3.90 -7.83 0.90
C 3.75 -6.91 -1.53
C 4.77 -5.53 0.33
C -0.77 0.97 -4.73
H -1.19 3.42 -4.34
H 2.72 0.97 -0.69
H 4.92 9.82 -1.55
O 1.10 0.33 0.41
H 3.13 7.04 -0.39
N 4.39 8.98 -1.73
H -1.49 -4.78 7.73
O -3.94 2.36 2.38
H -1.37 -2.15 1.64
N -2.13 -5.25 2.69
H 6.24 9.17 0.17
C 4.58 -8.71 -2.60
H -1.23 -3.42 3.36
C 3.54 4.59 -0.35
H 2.30 -7.59 0.61
H -2.86 1.07 -0.04
H 1.22 9.15 -1.18
H 5.22 -4.86 -0.42
H -3.09 -2.99 -4.02
H -0.64 -4.09 -3.96
H -2.93 -6.73 -4.33
C 5.70 8.22 0.29
O -1.73 -5.67 -3.09
C -1.07 -4.45 -3.01
H -1.21 -5.47 2.31
H -2.95 -4.14 6.99
H -5.21 -1.37 2.45
H 0.47 3.14 -3.65
H 1.05 -3.60 -0.12
H 0.87 8.96 -2.90
N -0.90 -1.54 0.97
N -0.14 4.47 -1.14
C -1.38 -4.71 5.02
H -0.95 5.45 1.17
H 2.73 1.75 5.29
H -1.02 -0.57 1.33
H -1.72 0.47 -7.25
H 3.44 9.08 -1.40
H -3.83 4.11 3.38
H 3.59 -9.02 -2.98
C 3.55 -6.24 -0.20
H -2.68 -4.89 1.90
H -4.03 -3.86 -2.75
H -5.42 3.83 2.69
H -1.84 1.24 -4.79
H -0.19 -4.69 -2.39
H 3.72 6.56 -2.01
H -3.50 -2.74 3.13
C -0.15 3.13 -4.55
H -2.01 1.75 2.52
H -0.35 1.73 2.30
H 1.26 -1.27 -0.92
O 4.56 5.56 -0.46
H 4.89 8.38 0.99
H -5.29 0.96 2.97
H -0.10 10.08 -1.90
H 3.97 3.62 -0.12
H 0.48 -0.63 -5.43
H 0.42 6.47 0.80
H -4.53 0.58 -0.60
C -1.93 -3.45 -2.29
H 1.08 1.14 -1.48
H -1.74 -1.65 -1.39
H -0.39 -5.10 4.73
C 1.39 -1.00 0.14
N 3.18 -7.12 0.83
C -0.65 6.29 0.56
H 0.68 -0.37 3.91
H 5.88 7.48 -1.77
C -1.89 -0.23 4.44
H -5.77 -1.00 0.96
N -4.92 -1.10 1.51
C -4.57 3.34 3.19
H -3.32 -0.61 -0.41
H -4.17 -4.10 4.08
H 1.57 2.20 -0.16
H 6.49 7.52 0.61
H -1.71 -1.05 3.73
H 1.07 6.79 -1.68
H -1.80 5.88 -1.19
H -3.23 -2.78 4.82
H 1.51 -3.77 1.62
H -0.64 0.76 -3.65
C 5.10 7.81 -1.09
H 5.05 -8.06 -3.34
H -1.25 -1.52 -4.05
H -1.23 -6.76 -4.81
N -1.15 1.21 2.64
H -2.12 -3.94 -1.31
N -1.49 -1.27 -5.05
C -4.79 1.28 2.03
H -1.25 -2.18 -5.49
C -0.55 -0.27 -5.55
H 2.97 4.44 -1.29
C -1.00 0.91 4.12
H -2.02 -5.53 5.35
O -0.50 8.13 -1.61
C 2.57 1.46 4.25
C -2.00 -4.12 3.75
H -4.92 2.87 4.13
H 0.89 -1.53 2.10
H -0.81 -1.01 -7.57
H 4.29 -6.22 -2.19
H -0.26 4.26 -2.14
H -1.85 -3.01 7.79
C 1.65 1.17 -0.55
H -1.13 7.24 0.77
H 0.15 4.00 -5.16
H 2.47 -1.19 0.37
O -1.18 -3.69 6.05
C -3.21 -3.17 -2.95
C 0.39 9.11 -1.92
O 4.41 -8.07 -1.37
O 0.03 1.98 -5.22
H 0.65 0.60 5.50
H 5.57 -6.22 0.60
C -3.31 -3.45 3.95
H -3.12 -0.21 1.96
H -1.79 -0.61 5.46
H -0.17 -3.84 1.04
H -2.93 0.09 4.31
H -5.55 1.67 1.34
N -1.15 -2.20 -2.03
H 2.74 -7.10 -1.94
C -4.04 0.11 1.49
H 2.82 -5.44 -0.36
H -2.19 -5.30 -5.12
H 2.83 4.93 0.42
H 5.14 -9.62 -2.41
C 0.44 0.58 4.43
H -0.41 -2.49 -1.39
C -0.02 6.86 -1.86
H -3.59 -2.20 -2.58
*
```

Summary:
- orbital gap (eV) = 9.380
- SMILES = COC[C@H](C)N.COC[C@H](C)N.COC[C@H](C)N.COC[C@H](C)N.COC[C@H](C)N.COC[C@H](C)N.COC[C@H](C)N.COC[C@H](C)N.COC[C@H](C)N
- M (g/mol) = 802.2
- highest occupied orbital energy (eV) = -8.81

Of them, B has the lowest stability.

## A
Below is a structure of composition C2H3NS2, with properties calculated with ωB97M-V/def2-TZVPD.

ORCA input file:
```
! RIJCOSX wB97M-V def2-TZVPD def2/J DEFGRID3
* xyz 0 1
H -2.28 -0.95 -1.57
S 2.46 0.85 1.02
N -1.09 -0.61 0.28
H 0.17 -0.65 1.71
C 0.13 -0.36 0.73
C 0.96 0.71 0.14
H 0.66 1.39 -0.92
S -1.00 -0.39 -1.39
*
```

Summary:
- orbital gap (eV) = 7.092
- M (g/mol) = 105.2
- highest occupied orbital energy (eV) = -8.88

## B
Below is an isolated molecule of C2H3NS2, with properties calculated with ωB97M-V/def2-TZVPD.

ORCA input file:
```
! RIJCOSX wB97M-V def2-TZVPD def2/J DEFGRID3
* xyz 0 1
H 0.73 0.27 1.53
C 1.30 0.26 0.37
H -2.99 -0.30 0.34
H 0.82 -0.68 -1.51
S -1.88 0.35 0.61
N -1.06 -0.31 -0.64
C 0.25 -0.29 -0.54
S 2.82 0.70 -0.15
*
```

Summary:
- orbital gap (eV) = 7.435
- SMILES = S=C/C=N\S
- M (g/mol) = 105.2
- highest occupied orbital energy (eV) = -9.05

## C
Below is a cluster of 2 separate species, C2H3NS2 in total, with properties calculated with ωB97M-V/def2-TZVPD.

ORCA input file:
```
! RIJCOSX wB97M-V def2-TZVPD def2/J DEFGRID3
* xyz 0 1
H 2.32 1.98 -1.45
H -0.44 -0.96 1.49
C 3.02 0.42 -0.31
C -0.87 -1.18 0.48
S -0.13 -2.23 -0.54
S 3.62 -0.81 0.37
H -1.85 -0.78 0.12
N 2.51 1.47 -0.61
*
```

Summary:
- orbital gap (eV) = 8.357
- SMILES = N=C=S.C=S
- M (g/mol) = 105.2
- highest occupied orbital energy (eV) = -8.82

Of them, A has the lowest stability.

## A
Below is the ion C2H7Br2N2 with charge +1, with properties calculated with ωB97M-V/def2-TZVPD.

ORCA input file:
```
! RIJCOSX wB97M-V def2-TZVPD def2/J DEFGRID3
* xyz 1 3
H -1.03 0.46 -1.97
N -0.26 0.23 -1.33
N 0.25 1.04 0.99
H 0.35 -0.98 1.72
Br 2.36 -0.69 0.21
Br -2.39 -0.82 0.16
H -0.08 1.04 -0.60
H -0.57 1.19 1.56
C -0.52 -0.88 -0.38
H -0.26 -1.86 -0.77
H 1.02 1.54 1.43
H 0.60 0.08 -1.87
C 0.53 -0.35 0.85
*
```

Summary:
- orbital gap (spin up / spin down) (eV) = 5.180 / 4.668
- ⟨S²⟩ = 2.0086
- M (g/mol) = 218.9
- highest occupied orbital energy (spin up / spin down) (eV) = -8.84 / -14.06

## B
Below is a cluster of 2 separate species, C2H7Br2N2 in total, with properties calculated with ωB97M-V/def2-TZVPD.

ORCA input file:
```
! RIJCOSX wB97M-V def2-TZVPD def2/J DEFGRID3
* xyz 1 3
Br -1.87 1.22 0.27
H -1.23 -0.94 -0.95
C 0.53 -0.26 0.31
N 0.16 0.34 -2.39
H -0.49 0.88 -2.96
N 0.11 -0.61 1.83
H 1.24 -1.07 -0.17
C -0.69 -0.04 -0.53
H 0.85 1.05 -2.11
H -0.58 0.23 2.02
H -0.51 -1.47 1.86
Br 1.67 1.43 0.28
H 0.83 -0.76 2.55
*
```

Summary:
- orbital gap (spin up / spin down) (eV) = 7.774 / 8.039
- ⟨S²⟩ = 2.0088
- M (g/mol) = 218.9
- highest occupied orbital energy (spin up / spin down) (eV) = -11.44 / -14.55

Of them, A has the lowest stability.

## A
Below is a cluster of 2 separate species, C5H15NO in total, with properties calculated with ωB97M-V/def2-TZVPD.

ORCA input file:
```
! RIJCOSX wB97M-V def2-TZVPD def2/J DEFGRID3
* xyz 1 2
C 0.64 0.77 -0.59
C -0.59 1.56 -1.06
H 1.21 -0.86 -1.99
H -0.79 2.27 -0.18
H -1.49 0.99 -1.18
N -0.06 -0.03 3.10
O -0.94 -3.21 -1.75
C -0.37 0.51 1.72
C 1.52 0.05 -1.57
H -1.43 0.56 1.60
H 1.92 0.74 -2.49
H -0.61 0.44 3.81
H 1.20 -0.76 0.99
H -0.77 -2.28 -1.40
H -0.66 -0.87 3.15
H -1.86 -3.48 -1.43
H 2.35 -0.29 -0.96
C 0.34 -0.25 0.62
H 0.03 1.56 1.54
H -0.42 1.96 -2.06
H -0.52 -0.87 0.29
H 1.30 1.49 -0.17
*
```

Summary:
- orbital gap (spin up / spin down) (eV) = 10.351 / 4.231
- ⟨S²⟩ = 0.7547
- M (g/mol) = 105.2
- highest occupied orbital energy (spin up / spin down) (eV) = -14.20 / -14.20

## B
Below is a cluster of 2 separate species, C5H15NO in total, with properties calculated with ωB97M-V/def2-TZVPD.

ORCA input file:
```
! RIJCOSX wB97M-V def2-TZVPD def2/J DEFGRID3
* xyz 1 2
C -0.20 0.12 0.27
H 1.22 -0.05 -1.44
H -0.71 3.22 -1.06
H -0.17 -1.66 -2.69
C 0.44 -0.60 -0.91
H 3.56 -3.96 3.22
H 2.21 -3.94 2.45
H 0.88 2.42 -0.58
H 0.48 0.27 1.10
H -0.80 2.19 1.84
O 3.13 -4.24 2.41
C -1.56 1.99 1.10
N -0.86 1.40 -0.03
H -1.00 -0.53 0.64
H -2.30 1.32 1.52
H -1.22 -1.90 -1.31
H 0.02 1.71 -1.81
H -2.01 2.93 0.77
C -0.64 -1.17 -1.85
H 0.92 -1.46 -0.45
H -1.25 -0.36 -2.27
C -0.16 2.31 -0.91
*
```

Summary:
- orbital gap (spin up / spin down) (eV) = 10.835 / 6.421
- ⟨S²⟩ = 0.7542
- M (g/mol) = 105.2
- highest occupied orbital energy (spin up / spin down) (eV) = -13.70 / -13.70

Of them, A has the lowest stability.

## A
Below is the ion C3H8N2O2 with charge +1, with properties calculated with ωB97M-V/def2-TZVPD.

ORCA input file:
```
! RIJCOSX wB97M-V def2-TZVPD def2/J DEFGRID3
* xyz 1 2
O 1.17 0.18 2.29
H 1.05 1.00 -2.03
H 1.57 1.47 0.17
C 0.42 0.06 1.18
H 1.48 -0.56 -1.25
H -0.47 -0.88 -2.71
C -0.59 -0.54 -1.65
H -2.34 0.24 -0.59
C 0.69 0.24 -1.32
H 0.45 0.04 2.94
N 0.91 0.71 0.03
H -2.62 -0.11 -2.10
N -1.87 -0.03 -1.44
H -0.39 -1.56 -1.23
O -0.59 -0.58 1.11
*
```

Summary:
- orbital gap (spin up / spin down) (eV) = 10.497 / 5.281
- ⟨S²⟩ = 0.7550
- M (g/mol) = 104.1
- highest occupied orbital energy (spin up / spin down) (eV) = -13.89 / -13.84

## B
Below is a cluster of 2 separate species, C3H8N2O2 in total, with properties calculated with ωB97M-V/def2-TZVPD.

ORCA input file:
```
! RIJCOSX wB97M-V def2-TZVPD def2/J DEFGRID3
* xyz 1 2
C -0.76 -1.26 0.34
H -1.00 1.41 1.63
C 1.53 1.41 -1.74
C -0.41 0.53 1.90
H 0.49 0.85 2.45
H -0.99 -0.12 2.55
H 2.22 2.06 -2.34
N -0.85 -1.72 -0.89
O 1.55 1.51 -0.52
H -1.37 -1.71 1.11
H -1.46 -2.50 -1.08
N -0.03 -0.21 0.69
H 0.65 0.35 0.05
O 0.86 0.64 -2.48
H -0.43 -1.24 -1.67
*
```

Summary:
- orbital gap (spin up / spin down) (eV) = 11.522 / 6.378
- ⟨S²⟩ = 0.7551
- M (g/mol) = 104.1
- highest occupied orbital energy (spin up / spin down) (eV) = -14.77 / -14.76

Of them, A has the lowest stability.

## A
Below is an isolated molecule of C5H7FO, with properties calculated with ωB97M-V/def2-TZVPD.

ORCA input file:
```
! RIJCOSX wB97M-V def2-TZVPD def2/J DEFGRID3
* xyz 0 1
O 1.94 0.91 -0.29
H -2.03 -0.96 -1.33
C -1.34 0.35 0.33
H 1.34 1.66 -0.43
H 0.45 -2.03 -0.99
C -0.07 0.55 1.05
C 0.26 -0.90 -0.95
C -1.24 -0.53 -0.66
H 0.16 1.60 1.25
C 1.03 -0.08 0.17
H -2.32 0.72 0.64
F -0.17 -0.01 2.34
H 1.51 -0.84 0.81
H 0.47 -0.44 -1.95
*
```

Summary:
- orbital gap (eV) = 11.077
- SMILES = O[C@@H]1CC=C[C@H]1F
- M (g/mol) = 102.1
- highest occupied orbital energy (eV) = -10.18

## B
Below is a cluster of 2 separate species, C5H7FO in total, with properties calculated with ωB97M-V/def2-TZVPD.

ORCA input file:
```
! RIJCOSX wB97M-V def2-TZVPD def2/J DEFGRID3
* xyz 0 1
H -0.55 0.34 1.21
H 2.13 -2.10 0.34
C 2.17 -0.07 -0.04
C 2.71 -1.19 0.36
H 3.73 -1.26 0.72
H -2.85 0.64 -0.83
C -2.38 0.89 0.11
H -3.04 0.58 0.92
O -0.89 -1.12 -0.28
C -0.20 -0.13 -0.88
H -2.23 1.96 0.17
F 2.67 1.15 -0.12
H -0.23 0.09 -1.93
C -1.04 0.21 0.25
*
```

Summary:
- orbital gap (spin up / spin down) (eV) = 9.035 / 8.737
- M (g/mol) = 102.1
- highest occupied orbital energy (spin up / spin down) (eV) = -8.61 / -8.43

Of them, B has the lowest stability.